{
  "formula": "C4H4O2",
  "method": "ωB97M-V with the def2-TZVPD basis set",
  "symbols": ["C", "C", "O", "C", "C", "O", "H", "H", "H", "H"],
  "coordinates": [[0.066, 0.046, 0.376], [-0.763, 0.448, -0.713], [-2.133, -0.485, -0.071], [1.471, -0.068, 0.163], [2.655, -0.204, -0.006], [-0.862, 0.861, -1.792], [-2.822, 0.020, 0.386], [-0.235, 0.509, 1.316], [-1.076, -0.802, 0.498], [3.699, -0.325, -0.157]],
  "forces_ev_per_angstrom": [[-0.4, 0.0, 0.2], [-0.1, -0.1, -0.3], [0.2, 0.2, -0.1], [0.6, 0.0, -0.1], [-0.4, 0.1, 0.1], [-0.1, -0.2, 0.5], [0.1, 0.0, 0.0], [0.0, 0.0, -0.1], [0.0, 0.1, -0.1], [0.0, 0.0, 0.0]],
  "lowdin_charge": [-0.193, -0.281, -0.095, -0.155, 0.116, 0.215, 0.085, 0.127, 0.158, 0.023],
  "lumo_ev": 0.47,
  "total_energy_ev": -8303.0483,
  "homo_ev": -9.0,
  "multiplicity": 1,
  "gap_ha": 0.3466,
  "e_above_lowest_kj_mol": 388.73
}

***

{
  "formula": "C27H44F6OP2Sn",
  "method": "ωB97M-V with the def2-TZVPD basis set",
  "symbols": ["Sn", "C", "C", "C", "C", "C", "C", "H", "H", "H", "C", "H", "H", "H", "C", "H", "H", "H", "C", "H", "H", "H", "C", "H", "H", "H", "C", "C", "C", "C", "C", "C", "C", "C", "H", "H", "H", "H", "H", "H", "H", "H", "H", "H", "H", "H", "P", "C", "C", "P", "C", "C", "C", "H", "H", "H", "H", "H", "H", "H", "H", "H", "H", "H", "H", "H", "H", "C", "C", "O", "C", "F", "F", "F", "C", "F", "F", "F", "H", "H", "H"],
  "coordinates": [[-0.111, -0.036, 1.111], [-0.754, -2.853, 3.065], [0.539, -3.172, 2.563], [0.791, -1.587, 4.208], [-0.600, -1.874, 4.081], [1.493, -2.392, 3.275], [-2.039, -3.434, 2.624], [-1.979, -3.805, 1.597], [-2.850, -2.698, 2.680], [-2.319, -4.278, 3.270], [-1.673, -1.256, 4.879], [-2.656, -1.465, 4.445], [-1.545, -0.167, 4.940], [-1.661, -1.644, 5.908], [1.376, -0.602, 5.133], [1.297, -0.947, 6.174], [0.856, 0.363, 5.064], [2.434, -0.430, 4.905], [2.960, -2.427, 3.107], [3.413, -3.101, 3.848], [3.405, -1.437, 3.251], [3.243, -2.788, 2.114], [0.849, -4.156, 1.506], [1.101, -5.136, 1.944], [1.711, -3.840, 0.902], [-0.003, -4.310, 0.832], [-1.463, 0.998, -4.316], [-1.656, -0.333, -4.346], [-0.965, -1.290, -5.271], [0.513, -0.996, -5.648], [1.365, -0.512, -4.529], [1.606, 0.785, -4.251], [0.872, 1.960, -4.828], [-0.604, 1.748, -5.272], [-1.536, -1.363, -6.212], [0.560, -0.305, -6.501], [-1.002, -2.299, -4.833], [-0.637, 1.285, -6.268], [-2.013, 1.636, -3.613], [-2.492, -0.767, -3.788], [-1.046, 2.753, -5.377], [0.878, 2.777, -4.083], [2.455, 1.069, -3.618], [1.430, 2.346, -5.699], [0.943, -1.951, -5.993], [1.897, -1.318, -4.019], [-1.492, 0.228, -1.039], [-3.084, 1.015, -1.213], [-1.372, -1.547, -1.481], [1.511, 0.662, -0.735], [0.000, 1.037, -1.751], [2.431, -0.763, -1.362], [2.620, 2.049, -0.502], [-3.193, 1.806, -0.452], [-3.878, 0.270, -1.053], [-3.218, 1.453, -2.205], [-1.059, -1.676, -2.527], [-2.370, -1.995, -1.337], [-0.668, -2.094, -0.820], [2.723, 2.600, -1.447], [3.606, 1.656, -0.209], [2.266, 2.724, 0.289], [-0.136, 2.122, -1.880], [0.100, 0.576, -2.737], [3.405, -0.795, -0.849], [2.599, -0.652, -2.437], [1.902, -1.706, -1.166], [-2.045, 2.919, 2.433], [-0.536, 2.942, 2.524], [0.146, 1.862, 1.958], [0.045, 4.181, 1.753], [-0.478, 5.372, 2.146], [1.397, 4.266, 1.853], [-0.236, 4.042, 0.417], [-0.109, 3.003, 4.032], [1.229, 2.971, 4.221], [-0.608, 4.082, 4.700], [-0.617, 1.900, 4.683], [-2.365, 2.895, 1.384], [-2.469, 3.812, 2.911], [-2.432, 2.031, 2.943]],
  "forces_ev_per_angstrom": [[-0.2, 0.5, 2.1], [-0.3, 0.0, 0.2], [0.4, -0.2, 0.0], [-0.3, 0.0, 0.1], [0.3, 0.1, 0.2], [0.0, -0.1, 0.2], [-0.2, 0.0, -0.2], [0.0, 0.0, 0.2], [0.1, -0.2, 0.0], [0.0, 0.1, -0.1], [-0.4, 0.2, -0.1], [0.2, 0.0, 0.2], [0.1, -0.2, 0.1], [0.0, 0.1, -0.2], [0.4, 0.2, 0.0], [0.0, 0.1, -0.2], [0.0, -0.3, 0.1], [-0.2, -0.1, 0.2], [0.2, 0.1, -0.2], [0.0, 0.1, -0.1], [-0.1, -0.2, 0.0], [0.0, 0.0, 0.2], [0.0, -0.1, -0.4], [0.0, 0.2, -0.1], [-0.2, -0.1, 0.2], [0.2, 0.0, 0.2], [-0.6, -0.8, -0.1], [-0.6, 1.1, -0.4], [0.2, -0.4, -0.4], [-0.7, -0.3, -0.4], [0.7, 0.8, 0.0], [0.2, -0.9, -0.6], [-0.1, 0.4, -0.3], [0.5, 0.5, -0.3], [0.0, -0.1, 0.3], [0.0, -0.2, 0.3], [-0.1, 0.2, 0.0], [-0.1, 0.2, 0.4], [0.1, -0.4, -0.4], [0.3, 0.2, 0.1], [0.2, -0.4, -0.1], [0.1, -0.2, -0.2], [-0.4, -0.2, 0.1], [-0.1, 0.0, 0.3], [-0.2, 0.4, 0.0], [0.1, 0.4, -0.1], [1.5, -0.2, 1.3], [-0.7, 0.4, -0.4], [-0.3, -0.1, -0.4], [-1.0, -0.2, 0.7], [0.1, 0.0, -1.0], [0.3, 0.0, -0.4], [0.3, 0.5, -0.3], [0.1, -0.4, -0.3], [0.3, 0.2, 0.0], [-0.2, -0.1, 0.2], [-0.1, -0.1, 0.5], [0.4, 0.1, -0.1], [-0.3, 0.4, -0.2], [0.1, 0.0, 0.3], [-0.3, 0.1, -0.1], [-0.1, -0.3, -0.3], [0.1, -0.3, 0.1], [0.2, 0.5, 0.1], [-0.3, 0.0, -0.1], [0.1, -0.2, 0.4], [0.1, 0.3, -0.1], [-0.3, 0.1, 0.0], [1.2, 0.1, -0.1], [-0.4, -0.4, -0.2], [0.0, 0.8, -0.1], [0.4, -1.2, -0.3], [-1.1, -0.1, 0.0], [0.1, 0.0, 0.8], [-0.1, 0.4, 0.9], [-1.0, 0.0, -0.2], [0.5, -1.0, -0.9], [0.2, 0.6, -0.5], [0.2, 0.1, 0.2], [0.0, -0.3, -0.2], [0.1, 0.1, -0.1]],
  "lowdin_charge": [1.043, -0.192, -0.192, -0.145, -0.166, -0.170, 0.005, 0.084, 0.091, 0.124, 0.022, 0.090, 0.086, 0.127, 0.029, 0.128, 0.081, 0.094, 0.010, 0.125, 0.094, 0.086, 0.001, 0.124, 0.086, 0.083, -0.141, -0.145, -0.166, -0.173, -0.116, -0.150, -0.163, -0.164, 0.133, 0.115, 0.110, 0.116, 0.084, 0.105, 0.128, 0.110, 0.102, 0.134, 0.126, 0.099, 0.738, -0.213, -0.247, 0.755, -0.495, -0.226, -0.202, 0.050, 0.077, 0.042, 0.029, 0.073, 0.013, 0.067, 0.073, 0.039, 0.090, -0.008, 0.071, 0.011, 0.047, 0.022, -0.429, -0.402, -0.493, 0.160, 0.142, 0.110, -0.484, 0.158, 0.158, 0.086, 0.081, 0.116, 0.097],
  "lumo_ev": [-8.14, -8.05],
  "total_charge": 2,
  "total_energy_ev": -71457.8537,
  "homo_ev": [-13.4, -13.4],
  "multiplicity": 1,
  "gap_ha": [0.1923, 0.1955],
  "e_above_lowest_kj_mol": 0.00
}

***

{
  "formula": "C39H66BI2MoN6S3Si",
  "method": "ωB97M-V with the def2-TZVPD basis set",
  "symbols": ["Mo", "C", "C", "C", "C", "N", "N", "B", "N", "N", "C", "C", "C", "C", "C", "S", "C", "C", "C", "C", "N", "N", "C", "C", "C", "C", "C", "S", "C", "C", "C", "C", "C", "S", "C", "C", "C", "C", "H", "H", "H", "H", "H", "H", "H", "H", "H", "H", "H", "H", "H", "H", "H", "H", "H", "H", "H", "H", "H", "H", "H", "H", "H", "H", "H", "H", "H", "H", "H", "H", "H", "H", "H", "H", "H", "H", "H", "I", "I", "C", "C", "C", "C", "Si", "C", "C", "C", "C", "C", "C", "C", "C", "H", "H", "H", "H", "H", "H", "H", "H", "H", "H", "H", "H", "H", "H", "H", "H", "H", "H", "H", "H", "H", "H", "H", "H", "H", "H", "H"],
  "coordinates": [[2.574, -1.794, 0.011], [3.217, 3.281, 1.551], [1.928, 2.538, 1.433], [0.701, 3.137, 1.539], [-0.484, 2.395, 1.354], [-0.444, 1.086, 1.206], [0.746, 0.491, 1.155], [0.807, -1.084, 1.167], [-0.551, -1.710, 0.661], [-1.637, -1.518, 1.423], [-2.773, -2.063, 1.041], [-2.837, -2.878, -0.112], [-1.739, -3.071, -0.899], [-1.754, -3.926, -2.124], [-0.561, -2.421, -0.464], [0.921, -2.576, -1.415], [-4.042, -1.802, 1.834], [-5.025, -1.077, 0.897], [-3.788, -0.947, 3.073], [-4.653, -3.145, 2.261], [1.083, -1.495, 2.682], [0.447, -0.752, 3.589], [0.704, -0.959, 4.865], [1.595, -1.973, 5.269], [2.233, -2.756, 4.345], [3.188, -3.841, 4.723], [1.955, -2.444, 2.995], [2.852, -3.276, 1.722], [-0.020, -0.084, 5.872], [0.870, 0.213, 7.084], [-1.252, -0.874, 6.330], [-0.441, 1.228, 5.218], [1.901, 1.152, 1.166], [3.368, 0.273, 0.742], [-1.852, 3.063, 1.367], [-1.765, 4.447, 0.713], [-2.295, 3.210, 2.827], [-2.865, 2.214, 0.606], [3.031, 4.322, 1.806], [3.852, 2.841, 2.320], [3.775, 3.248, 0.614], [0.640, 4.197, 1.735], [-3.773, -3.351, -0.370], [-2.767, -4.254, -2.342], [-1.374, -3.385, -2.990], [-1.125, -4.805, -1.986], [-4.672, -0.081, 0.640], [-5.199, -1.628, -0.028], [-5.985, -0.974, 1.399], [-3.017, -0.194, 2.918], [-4.710, -0.442, 3.352], [-3.491, -1.563, 3.916], [-5.051, -3.714, 1.421], [-3.931, -3.765, 2.791], [-5.487, -2.958, 2.937], [1.791, -2.120, 6.320], [3.343, -3.847, 5.800], [2.797, -4.815, 4.427], [4.154, -3.708, 4.237], [1.060, -0.667, 7.695], [1.825, 0.651, 6.795], [0.365, 0.931, 7.727], [-0.966, -1.789, 6.847], [-1.841, -0.273, 7.020], [-1.875, -1.138, 5.480], [0.424, 1.804, 4.891], [-1.086, 1.057, 4.360], [-0.987, 1.828, 5.944], [-1.216, 5.165, 1.319], [-1.306, 4.401, -0.275], [-2.769, 4.849, 0.589], [-1.561, 3.755, 3.420], [-3.230, 3.764, 2.870], [-2.453, 2.236, 3.288], [-2.655, 2.207, -0.464], [-2.871, 1.188, 0.960], [-3.860, 2.634, 0.747], [4.893, -2.760, -1.660], [5.593, -5.178, -0.854], [-1.450, -0.344, -4.778], [-0.529, 0.728, -4.180], [-0.892, 0.850, -2.685], [-0.799, 2.072, -4.906], [1.304, 0.518, -4.470], [1.930, -0.594, -5.832], [1.416, -2.030, -5.555], [3.451, -0.706, -6.006], [1.330, -0.041, -7.148], [2.491, 1.661, -3.581], [2.865, 2.710, -4.666], [1.923, 2.435, -2.383], [3.739, 0.909, -3.107], [-2.479, -0.004, -4.649], [-1.358, -1.295, -4.258], [-1.305, -0.511, -5.840], [-1.977, 0.772, -2.601], [-0.602, 1.800, -2.251], [-0.471, 0.046, -2.074], [-1.844, 2.339, -4.742], [-0.660, 1.998, -5.984], [-0.198, 2.901, -4.538], [1.672, -2.395, -4.554], [1.909, -2.697, -6.262], [0.350, -2.141, -5.700], [3.919, -1.247, -5.184], [3.962, 0.244, -6.137], [3.634, -1.288, -6.909], [0.250, 0.092, -7.126], [1.549, -0.755, -7.945], [1.788, 0.907, -7.433], [2.021, 3.352, -4.918], [3.257, 2.286, -5.586], [3.642, 3.354, -4.253], [1.032, 3.009, -2.624], [2.683, 3.146, -2.054], [1.693, 1.780, -1.542], [4.356, 0.523, -3.908], [3.443, 0.098, -2.434], [4.357, 1.590, -2.517]],
  "forces_ev_per_angstrom": [[0.4, -0.4, 0.3], [0.0, 0.1, 0.0], [-0.1, -0.2, 0.0], [0.0, -0.1, 0.0], [-0.1, -0.1, 0.0], [0.1, 0.1, 0.0], [-0.1, 0.0, -0.1], [0.1, -0.1, 0.0], [0.1, 0.0, 0.1], [0.0, -0.2, -0.1], [0.1, 0.1, 0.1], [0.0, 0.1, 0.0], [0.1, 0.2, 0.1], [-0.1, 0.0, 0.0], [0.0, 0.0, -0.1], [-0.2, 0.3, 0.0], [0.0, 0.0, -0.1], [0.0, 0.0, 0.0], [0.0, 0.1, 0.0], [-0.1, 0.0, 0.0], [-0.2, 0.2, -0.1], [0.2, 0.0, 0.1], [0.0, 0.1, 0.0], [0.0, 0.0, -0.1], [-0.1, 0.1, -0.1], [0.0, 0.0, 0.0], [0.2, -0.2, 0.2], [-0.2, 0.0, 0.0], [0.1, 0.0, 0.0], [0.0, 0.0, 0.0], [0.0, 0.0, 0.0], [-0.1, 0.0, 0.0], [0.0, 0.0, 0.0], [-0.2, 0.2, -0.1], [0.1, 0.0, -0.1], [-0.1, 0.0, 0.0], [0.0, 0.0, 0.0], [-0.1, 0.0, 0.0], [0.0, 0.0, 0.0], [0.0, 0.0, 0.0], [0.0, 0.0, 0.0], [0.0, 0.1, 0.0], [-0.1, 0.0, 0.0], [0.0, 0.0, 0.0], [0.0, 0.0, 0.0], [0.0, -0.1, 0.0], [0.0, 0.1, 0.0], [0.0, 0.0, 0.0], [0.0, 0.0, 0.0], [0.0, 0.0, -0.1], [-0.1, 0.0, 0.1], [0.1, -0.1, 0.1], [0.0, 0.0, -0.1], [0.0, 0.0, 0.0], [0.0, 0.0, 0.0], [0.0, 0.0, 0.1], [0.0, 0.0, 0.0], [0.0, 0.0, 0.0], [0.0, 0.0, 0.0], [0.0, -0.1, 0.0], [0.1, 0.0, 0.0], [0.0, 0.0, 0.0], [0.0, -0.1, 0.0], [0.0, 0.1, 0.1], [-0.1, 0.0, -0.1], [0.1, 0.0, 0.0], [0.0, 0.0, 0.0], [0.0, 0.1, 0.0], [0.0, 0.0, 0.0], [0.0, 0.0, -0.1], [-0.1, 0.0, 0.0], [0.1, 0.0, 0.0], [-0.1, 0.0, 0.0], [0.0, 0.0, 0.0], [0.1, 0.0, -0.1], [0.0, -0.1, 0.1], [-0.1, 0.0, 0.0], [0.0, 0.2, -0.2], [0.0, -0.1, 0.1], [0.1, 0.0, 0.0], [-0.1, -0.2, 0.1], [0.0, 0.0, 0.0], [-0.1, 0.0, 0.0], [0.1, 0.1, -0.1], [0.0, -0.2, 0.0], [0.1, 0.0, 0.0], [0.0, 0.0, 0.1], [0.0, 0.0, 0.0], [-0.1, 0.3, -0.1], [-0.1, 0.0, 0.1], [0.0, -0.1, 0.0], [-0.1, 0.0, 0.2], [-0.1, 0.0, 0.0], [0.1, -0.1, 0.0], [0.1, 0.0, -0.1], [-0.1, 0.0, 0.0], [0.0, 0.0, 0.0], [0.0, 0.0, 0.0], [-0.1, 0.0, 0.0], [0.0, 0.0, -0.1], [0.1, 0.1, 0.1], [0.0, 0.1, 0.0], [0.0, -0.1, -0.1], [-0.3, 0.0, 0.0], [0.0, 0.0, 0.1], [0.0, 0.1, 0.0], [0.0, 0.0, 0.0], [0.0, 0.0, 0.0], [0.0, 0.0, 0.0], [0.0, 0.0, 0.0], [0.0, 0.0, 0.0], [0.1, -0.1, -0.1], [0.1, 0.0, 0.0], [0.0, 0.1, -0.1], [0.1, 0.0, 0.0], [0.0, -0.1, 0.0], [0.0, -0.1, -0.1], [0.2, -0.1, 0.0], [0.0, 0.0, 0.0]],
  "lowdin_charge": [0.481, -0.029, -0.233, 0.098, -0.170, 0.207, -0.009, -0.664, 0.008, 0.200, -0.165, 0.096, -0.224, -0.034, -0.522, 0.641, -0.533, -0.018, -0.036, -0.026, 0.001, 0.202, -0.162, 0.108, -0.218, -0.034, -0.511, 0.679, -0.540, -0.033, -0.011, -0.049, -0.545, 0.695, -0.535, -0.033, -0.017, -0.042, 0.100, 0.098, 0.086, 0.137, 0.137, 0.101, 0.065, 0.102, 0.073, 0.086, 0.104, 0.054, 0.101, 0.075, 0.086, 0.098, 0.104, 0.137, 0.099, 0.104, 0.087, 0.085, 0.099, 0.101, 0.097, 0.104, 0.068, 0.091, 0.047, 0.102, 0.087, 0.090, 0.102, 0.096, 0.104, 0.066, 0.080, 0.045, 0.104, 0.197, 0.251, -0.069, -0.591, -0.079, -0.051, 1.125, -0.602, -0.067, -0.079, -0.054, -0.595, -0.046, -0.080, -0.087, 0.102, 0.071, 0.077, 0.094, 0.058, 0.054, 0.113, 0.092, 0.071, 0.063, 0.104, 0.070, 0.077, 0.079, 0.105, 0.066, 0.110, 0.096, 0.087, 0.077, 0.111, 0.075, 0.101, 0.062, 0.070, 0.017, 0.103],
  "lumo_ev": [-8.87, -9.03],
  "total_charge": 3,
  "total_energy_ev": -109551.3829,
  "homo_ev": [-15.9, -15.9],
  "multiplicity": 3,
  "gap_ha": [0.2578, 0.2514],
  "e_above_lowest_kj_mol": 29.76,
  "s_squared": 2.0219
}